Record 1
DFT (ωB97M-V/def2-TZVPD) results for one molecule with the formula C27H23FN4O3S.

For the LUMO energy, the calculation gives 0.23 eV. As for the electronic energy: -54031.25502 eV. Its total charge is 0. Its largest force on an atom is 1.18 eV/Å. The gap between HOMO and LUMO is 8.04 eV.

Last column: natural (NBO) charge in e.
Positions of all 59 atoms, in Å:
C  6.7596  0.2330  -3.6531  -0.6236
C  5.7358  1.2781  -3.2337  -0.3788
C  4.4019  0.6564  -2.7545  0.0134
C  3.8114  -0.2295  -3.8384  -0.0440
C  3.9318  -1.6130  -3.7948  -0.1966
C  3.4140  -2.3966  -4.8106  -0.2572
C  2.7753  -1.7818  -5.8712  0.3972
F  2.2699  -2.5371  -6.8642  -0.3189
C  2.6483  -0.4065  -5.9433  -0.2726
C  3.1727  0.3640  -4.9225  -0.1869
N  3.4810  1.7019  -2.3534  -0.6069
C  3.1641  1.6708  -1.0478  0.8076
O  2.4360  2.4246  -0.4418  -0.6455
N  3.8457  0.5872  -0.4933  -0.4680
C  3.8359  0.2424  0.9117  -0.3167
C  2.5155  -0.4025  1.3832  0.6707
O  2.4792  -1.5432  1.7814  -0.5879
N  1.4750  0.4612  1.3242  -0.6210
C  0.1502  0.2576  1.7106  0.1579
C  -0.7462  1.3077  1.4960  -0.2459
C  -2.0623  1.1910  1.8777  -0.1402
C  -2.5198  0.0175  2.4867  -0.1442
C  -3.8998  -0.0743  2.8947  0.1336
N  -4.7692  0.8566  2.7380  -0.4319
C  -5.9936  0.5214  3.2201  0.0791
C  -7.1354  1.3200  3.1988  -0.1776
C  -8.3023  0.8284  3.7363  -0.2482
C  -8.3763  -0.4504  4.3031  0.0758
C  -9.6747  -0.9311  4.8757  -0.6434
C  -7.2494  -1.2539  4.3291  -0.2559
C  -6.0698  -0.7691  3.7916  -0.1983
S  -4.5206  -1.5431  3.6909  0.3385
C  -1.6216  -1.0300  2.6894  -0.1765
C  -0.3011  -0.9178  2.3076  -0.1970
C  4.6130  -0.0656  -1.4216  0.7175
O  5.3340  -1.0002  -1.1906  -0.5743
H  6.9403  -0.4680  -2.8433  0.2341
H  6.4099  -0.3217  -4.5201  0.2133
H  7.6970  0.7205  -3.9074  0.2175
H  6.1390  1.8886  -2.4220  0.2114
H  5.5131  1.9377  -4.0758  0.2075
H  4.4401  -2.0866  -2.9707  0.2479
H  3.5026  -3.4707  -4.7854  0.2341
H  2.1511  0.0446  -6.7871  0.2337
H  3.0849  1.4380  -4.9867  0.2035
H  3.1150  2.4010  -2.9754  0.4231
H  4.0218  1.1455  1.5017  0.2270
H  4.6400  -0.4816  1.0655  0.2645
H  1.6581  1.3762  0.9104  0.4370
H  -0.3929  2.2154  1.0277  0.2182
H  -2.7609  1.9970  1.7198  0.2365
H  -7.0829  2.3053  2.7640  0.2227
H  -9.1924  1.4408  3.7251  0.2092
H  -10.0002  -0.2718  5.6796  0.2181
H  -9.5783  -1.9391  5.2702  0.2128
H  -10.4499  -0.9285  4.1103  0.2180
H  -7.2842  -2.2426  4.7611  0.2138
H  -1.9644  -1.9422  3.1558  0.2154
H  0.3849  -1.7317  2.4709  0.2472



Record 2
DFT (ωB97M-V/def2-TZVPD) results for C27H23FNO3RuS5 as an isolated structure.

The multiplicity is 2. For the LUMO energy (spin up / spin down), the calculation gives 4.27 / 4.25 eV. As for the electronic energy: -95481.78079 eV. Its total charge is -2. The value obtained for the energy above the lowest of the compared OMol25 structures with the same formula, charge and spin is 1.042 eV. Its largest force on an atom is 4.25 eV/Å. The gap between HOMO and LUMO (spin up / spin down) is 3.97 / 5.35 eV.

Last column: natural (NBO) charge in e.
Positions of all 61 atoms, in Å:
Ru  -1.6698  -0.3742  0.7716  0.6123
S  -9.0087  0.3139  0.7118  -0.2296
C  -7.3681  0.1410  0.8222  -0.5403
S  -6.4413  -0.7760  -0.3447  0.4494
C  -4.8734  -0.5612  0.4076  -0.4313
C  -4.8330  0.1598  1.5679  -0.4364
S  -3.4501  0.4221  2.5409  -0.1368
S  -6.3726  0.8398  2.0878  0.4375
S  -3.5444  -1.3070  -0.3672  -0.1198
C  4.5662  -4.3220  1.9533  -0.6110
C  4.7757  -3.1802  0.9518  -0.0177
C  5.9897  -2.3520  1.3754  -0.3912
C  6.2194  -1.2215  0.3846  -0.4060
C  4.9694  -0.3909  0.3081  -0.1089
C  5.0621  0.9861  0.0185  -0.3681
C  3.9186  1.7532  0.0636  0.3976
F  4.0299  3.0920  -0.2135  -0.3623
C  2.6885  1.2358  0.3901  -0.3560
C  2.5726  -0.1491  0.6618  -0.1272
C  1.2888  -0.6854  1.0187  0.4109
O  0.3384  0.1347  1.3047  -0.7369
C  1.2098  -2.1221  1.0379  -0.2948
C  2.3509  -2.8548  0.9534  0.0372
N  3.6112  -2.3163  0.8713  -0.4053
C  3.7363  -0.9585  0.6021  0.1731
C  -0.0761  -2.9330  1.1654  0.7771
O  0.0278  -4.1632  1.1613  -0.7269
O  -1.1736  -2.3205  1.2906  -0.7300
H  5.5217  -4.8000  2.1679  0.1965
H  3.8885  -5.0805  1.5722  0.2172
H  4.1539  -3.9305  2.8807  0.2197
H  4.9780  -3.6164  -0.0429  0.1678
H  6.8687  -2.9984  1.4426  0.1929
H  5.7924  -1.9300  2.3637  0.2048
H  6.4834  -1.6359  -0.5963  0.1896
H  7.0536  -0.5964  0.7156  0.1985
H  6.0133  1.4321  -0.2266  0.1960
H  1.8016  1.8442  0.4517  0.2389
H  2.2675  -3.9291  0.9665  0.2289
C  -0.7023  3.1008  -1.6975  -0.5960
C  -1.6341  1.9035  -1.4411  -0.2086
C  -1.1495  0.7470  -2.3285  -0.6163
C  -1.7223  1.4800  -0.0137  -0.0069
C  -3.1054  2.2486  -1.6047  -0.0067
C  -3.6265  3.4273  -1.0540  -0.1568
C  -4.9823  3.6719  -1.0238  -0.2418
C  -5.8731  2.7535  -1.5592  -0.2239
C  -5.3722  1.6093  -2.1628  -0.2133
C  -4.0140  1.3574  -2.1849  -0.1978
H  0.3204  2.8109  -1.4590  0.2191
H  -0.9644  3.9593  -1.0869  0.1983
H  -0.7570  3.4000  -2.7473  0.1986
H  -0.0674  0.6582  -2.2207  0.2171
H  -1.3851  0.9236  -3.3789  0.1963
H  -1.5964  -0.2026  -2.0134  0.2353
H  -1.7739  2.3239  0.6862  0.1457
H  -2.9562  4.1476  -0.6083  0.1940
H  -5.3496  4.5848  -0.5694  0.1977
H  -6.9394  2.9197  -1.4974  0.2106
H  -6.0526  0.8876  -2.5950  0.2137
H  -3.6617  0.4398  -2.6298  0.2321



Record 3
DFT (ωB97M-V/def2-TZVPD) results for C27H23N3O3SV as an isolated structure.

The multiplicity is 4. For the LUMO energy (spin up / spin down), the calculation gives 0.29 / 0.24 eV. As for the electronic energy: -75507.18933 eV. Its total charge is 0. The value obtained for the energy above the lowest of the compared OMol25 structures with the same formula, charge and spin is 0.608 eV. Its largest force on an atom is 1.61 eV/Å. The gap between HOMO and LUMO (spin up / spin down) is 6.33 / 7.62 eV.

Last column: natural (NBO) charge in e.
Positions of all 58 atoms, in Å:
V  0.6803  1.7537  -0.1923  1.2488
C  5.0158  -1.3131  2.3462  -0.2479
O  3.8924  -0.7124  1.7331  -0.4865
C  2.7258  -0.7153  2.4324  0.2284
C  2.4893  -1.4984  3.5404  -0.2905
C  1.2466  -1.4265  4.2025  -0.2556
C  0.2880  -0.5616  3.7486  -0.1842
C  0.5005  0.2520  2.6103  -0.2219
C  -0.5856  1.2007  2.2986  0.0982
N  -0.5752  1.9824  1.2809  -0.3530
N  -1.6285  2.9195  1.0878  -0.4365
C  -1.4199  3.5126  -0.0605  0.5503
O  -0.4583  3.2416  -0.8974  -0.7746
C  -2.3170  4.6581  -0.4111  -0.0490
C  -3.4624  4.9169  0.3331  -0.1875
C  -4.2785  5.9887  -0.0001  -0.2246
C  -3.9491  6.8061  -1.0761  -0.2106
C  -2.8060  6.5488  -1.8200  -0.2235
C  -1.9919  5.4687  -1.4880  -0.1916
C  1.7256  0.1431  1.9201  0.3888
O  2.0028  0.8183  0.8053  -0.8040
H  5.8685  -1.0696  1.7185  0.1968
H  4.9089  -2.4002  2.4055  0.1646
H  5.1718  -0.9214  3.3535  0.1804
H  3.2545  -2.1695  3.9016  0.2137
H  1.0589  -2.0358  5.0773  0.2113
H  -0.6596  -0.4683  4.2694  0.2056
H  -1.4344  1.2628  2.9779  0.1928
H  -3.6985  4.2737  1.1707  0.2319
H  -5.1711  6.1856  0.5806  0.2090
H  -4.5883  7.6424  -1.3296  0.2080
H  -2.5490  7.1840  -2.6584  0.2091
H  -1.1010  5.2387  -2.0553  0.2313
N  -0.3840  0.1151  -0.8787  -1.1262
S  0.1797  -0.8532  -2.0051  1.1199
C  1.3850  -1.9633  -1.3184  -0.2895
C  1.0544  -2.7940  -0.2555  -0.1429
C  2.0285  -3.6231  0.2714  -0.2097
C  3.3120  -3.6243  -0.2713  -0.1863
C  3.6326  -2.7815  -1.3221  -0.2001
C  2.6611  -1.9325  -1.8496  -0.1847
C  -1.0894  -2.0216  -2.4241  -0.1678
C  -0.7789  -3.1404  -3.1941  -0.2348
C  -1.7924  -4.0201  -3.5325  -0.1970
C  -3.0980  -3.7812  -3.1053  -0.1977
C  -3.3890  -2.6589  -2.3498  -0.1947
C  -2.3796  -1.7579  -2.0041  -0.2390
H  -0.7259  -0.4432  -0.0922  0.3671
H  0.0509  -2.7987  0.1562  0.2190
H  1.7881  -4.2699  1.1059  0.2247
H  4.0660  -4.2861  0.1368  0.2188
H  4.6348  -2.7744  -1.7304  0.2214
H  2.9055  -1.2625  -2.6658  0.2259
H  0.2380  -3.3345  -3.5156  0.2289
H  -1.5647  -4.8948  -4.1282  0.2219
H  -3.8863  -4.4756  -3.3686  0.2211
H  -4.4041  -2.4685  -2.0257  0.2235
H  -2.5996  -0.8614  -1.4390  0.2509



Record 4
DFT (ωB97M-V/def2-TZVPD) results for C27H24BCrN2O2PS as an isolated structure.

The multiplicity is 6. For the LUMO energy (spin up / spin down), the calculation gives 2.50 / 2.47 eV. As for the electronic energy: -84685.14983 eV. Its total charge is -1. The value obtained for the energy above the lowest of the compared OMol25 structures with the same formula, charge and spin is 0.000 eV. Its largest force on an atom is 0.45 eV/Å. The gap between HOMO and LUMO (spin up / spin down) is 5.37 / 6.58 eV.

Last column: natural (NBO) charge in e.
Positions of all 59 atoms, in Å:
Cr  -0.5067  -0.2341  -1.6617  1.1674
O  -0.0839  1.5184  -0.7746  -0.7306
C  0.0736  1.3161  0.4845  0.0746
C  -0.2073  2.0673  1.6721  -0.1750
C  -0.7552  3.3227  1.9691  -0.2323
C  -0.8804  3.6593  3.3106  -0.2152
C  -0.4797  2.7908  4.3224  -0.2511
C  0.0701  1.5354  4.0091  -0.2739
C  0.2119  1.1824  2.6885  -0.2146
P  0.7214  -0.1685  1.3604  1.3249
C  -0.2423  -1.4958  2.2029  -0.3200
C  0.1405  -1.9298  3.4695  -0.2135
C  -0.6069  -2.8784  4.1486  -0.2075
C  -1.7715  -3.3835  3.5829  -0.2243
C  -2.1741  -2.9359  2.3340  -0.2269
C  -1.4086  -2.0053  1.6434  -0.1356
C  2.4788  -0.2793  1.8574  -0.3551
C  3.1015  -1.4905  2.1493  -0.2049
C  4.4453  -1.5211  2.4992  -0.2110
C  5.1824  -0.3470  2.5421  -0.2229
C  4.5687  0.8627  2.2421  -0.2412
C  3.2237  0.8963  1.9107  -0.1230
H  -1.0847  3.9931  1.1858  0.2102
H  -1.3093  4.6182  3.5804  0.1966
H  -0.6030  3.0855  5.3578  0.1936
H  0.3686  0.8673  4.8109  0.1971
H  1.0327  -1.5250  3.9332  0.2192
H  -0.2851  -3.2144  5.1270  0.2019
H  -2.3628  -4.1178  4.1160  0.2026
H  -3.0867  -3.3087  1.8856  0.2090
H  -1.7398  -1.6718  0.6662  0.2084
H  2.5386  -2.4123  2.1008  0.2334
H  4.9148  -2.4693  2.7308  0.2032
H  6.2314  -0.3717  2.8116  0.2013
H  5.1352  1.7853  2.2745  0.2044
H  2.7431  1.8440  1.6963  0.2187
O  -0.5426  -2.0832  -2.7397  -0.7545
C  0.1075  -2.0068  -4.0092  -0.0952
C  -0.2166  -0.6912  -4.6642  0.1978
C  -0.5538  -0.5656  -6.0005  -0.2457
C  -0.8482  0.7002  -6.4884  -0.1504
C  -0.8152  1.7902  -5.6351  -0.2458
C  -0.4766  1.5749  -4.3086  0.0911
N  -0.1665  0.3656  -3.8508  -0.4971
H  0.0907  -2.5683  -2.1316  0.4975
H  -0.2143  -2.8398  -4.6381  0.1823
H  1.1902  -2.0783  -3.8543  0.2038
H  -0.6094  -1.4390  -6.6362  0.2160
H  -1.1290  0.8275  -7.5261  0.2137
H  -1.0769  2.7829  -5.9705  0.2272
H  -0.4759  2.3742  -3.5778  0.2266
S  1.4936  -2.6178  -0.6120  -0.1285
C  0.7793  -1.1701  -0.3077  -0.7553
B  -4.3761  2.0287  -3.0928  -0.5749
C  -3.3668  0.9846  -2.4485  0.3957
N  -2.5890  0.2470  -2.0131  -0.6722
H  -5.2227  2.2907  -2.2672  0.0010
H  -3.7212  3.0084  -3.3900  -0.0105
H  -4.8547  1.5005  -4.0771  -0.0103